Computed, not measured: a structure of composition C17H20Br2N4O5S4Y, with ωB97M-V/def2-TZVPD.

* E_HOMO: -10.020 eV
* ΔE to the lowest compared entry with this formula, charge and spin: 0.130 eV
* total charge: +1

Last column: natural (NBO) charge in e.
CARTESIAN COORDINATES (ANGSTROEM)
N 0.491 2.760 2.799  -0.36
N -2.816 1.235 -3.047  0.00
O -2.151 0.584 -2.267  -0.42
H 0.359 -2.706 0.350  0.20
H 2.377 2.940 3.691  0.21
H -2.069 2.589 1.951  0.23
S -2.109 2.355 -4.073  0.42
H -5.550 -2.022 -0.410  0.22
H -2.192 -3.093 -1.567  0.25
C -2.570 -1.233 0.060  0.71
N -3.469 -2.168 -0.195  -0.37
C 1.918 3.063 2.711  -0.42
H 0.276 3.951 4.485  0.23
H 6.008 -0.179 -3.019  0.25
C 2.316 -3.528 -0.064  -0.27
C -3.165 -3.258 -1.118  -0.42
C 1.327 -2.535 -0.104  0.09
C -0.037 1.818 2.045  0.71
H -3.844 0.427 0.649  0.22
C 2.833 0.177 -1.873  0.37
C 3.525 -3.289 -0.658  -0.11
S -0.833 3.270 -0.678  -0.61
H -1.221 3.200 3.960  0.21
C -2.935 -0.075 0.991  -0.15
C -4.811 -2.191 0.373  -0.41
N 1.503 -1.367 -0.686  -0.54
H 2.111 -4.465 0.433  0.23
O -1.835 0.803 0.944  -0.56
H 2.387 2.397 1.997  0.25
O 1.802 0.985 -1.794  -0.89
Br 4.243 2.155 -3.302  0.10
C 5.086 -0.454 -2.525  -0.21
S -0.096 2.289 -3.662  0.01
S 0.150 3.877 -2.380  0.08
C -0.307 3.673 3.609  -0.42
O -1.420 -1.258 -0.423  -0.74
H -3.929 -3.290 -1.894  0.22
C -1.554 1.631 2.053  -0.15
H -3.095 -0.448 2.008  0.21
H -4.992 -3.168 0.821  0.22
C 4.964 -1.681 -1.945  -0.12
H -1.866 1.151 2.987  0.22
Br 6.418 -2.886 -2.015  0.08
C 2.709 -1.114 -1.276  0.09
O 0.645 1.057 1.325  -0.74
H 4.306 -4.037 -0.648  0.24
H -3.167 -4.206 -0.580  0.22
Y -0.055 0.613 -0.821  1.95
H -4.936 -1.436 1.141  0.21
C 4.025 0.474 -2.490  -0.17
C 3.759 -2.054 -1.295  -0.04
H 2.038 4.095 2.382  0.22
H -0.550 4.573 3.043  0.23